A cluster of 4 separate species, C20H27F15NO12PS in total in a non-equilibrium geometry, computed with ωB97M-V/def2-TZVPD.

Bonds (Å) are listed after each position.
Cartesian coordinates (Å):
1 S -4.62 -0.50 0.75  O19 1.514, O23 1.505, C38 1.890, C40 1.887
2 P -3.75 3.02 1.42  O24 1.543, C36 1.921, H55 1.452, H62 1.446
3 F 3.50 0.34 -3.90  C41 1.348
4 F 4.54 -0.64 -2.28  C41 1.348
5 F -0.25 0.89 2.88  C45 1.396
6 F -5.46 -2.85 1.63  C38 1.413
7 F 7.51 0.21 6.46  C44 1.349
8 F -1.67 2.15 -2.69  C31 1.355
9 F 7.24 -1.85 7.03  C44 1.348
10 F -0.60 1.98 -4.56  C31 1.342
11 F -0.84 3.91 -3.63  C31 1.347
12 F 7.39 -1.33 4.95  C44 1.344
13 F 2.44 -0.18 -2.09  C41 1.349
14 F -3.62 -3.04 0.33  C38 1.402
15 F 0.99 2.26 1.59  C45 1.434
16 F -3.41 -2.15 2.47  C38 1.400
17 F -0.52 3.19 2.99  C45 1.425
18 O 4.84 -0.68 7.30  C42 1.436, C46 1.347
19 O -5.64 -0.56 -0.36  S1 1.514
20 O -3.73 3.44 -3.83  C34 1.348, C48 1.438
21 O -2.92 2.78 -5.83  C34 1.201
22 O 2.23 -2.76 -3.10  C47 1.201
23 O -5.25 0.17 1.94  S1 1.505
24 O -4.61 3.05 2.69  P2 1.543
25 O 4.72 -0.62 5.05  C46 1.202
26 O -2.04 -0.59 0.07  C37 1.454, C40 1.432
27 O 0.54 -2.84 1.47  C39 1.250
28 O 3.79 -2.23 -4.64  C32 1.436, C47 1.348
29 O 0.85 -1.76 -0.56  C35 1.454, C39 1.431
30 N -1.22 2.01 1.00  C36 1.489, C45 1.451, H70 1.029
31 C -1.47 2.75 -3.89  F8 1.355, F10 1.342, F11 1.347, C34 1.526
32 C 3.60 -3.50 -5.27  O28 1.436, C49 1.516, H65 1.093, H67 1.092
33 C -5.83 2.48 -4.55  C48 1.516, H54 1.093, H71 1.091, H72 1.093
34 C -2.77 2.97 -4.65  O20 1.348, O21 1.201, C31 1.526
35 C 0.31 -0.42 -0.64  O29 1.454, C37 1.623, H69 1.144, H73 1.146
36 C -2.58 1.50 1.34  P2 1.921, N30 1.489, C40 1.631, H77 1.136
37 C -1.24 -0.39 -1.13  O26 1.454, C35 1.623, H56 1.153, H58 1.138
38 C -4.21 -2.26 1.33  S1 1.890, F6 1.413, F14 1.402, F16 1.400
39 C 1.19 -2.01 0.81  O27 1.250, O29 1.431, C43 1.604
40 C -3.06 0.42 0.22  S1 1.887, O26 1.432, C36 1.631, H59 1.139
41 C 3.37 -0.62 -2.96  F3 1.348, F4 1.348, F13 1.349, C47 1.527
42 C 3.42 -0.46 7.38  O18 1.436, C50 1.516, H64 1.092, H75 1.093
43 C 2.39 -1.27 1.57  C39 1.604, H53 1.147, H57 1.149, H60 1.138
44 C 6.87 -0.93 6.12  F7 1.349, F9 1.348, F12 1.344, C46 1.526
45 C -0.32 2.07 2.13  F5 1.396, F15 1.434, F17 1.425, N30 1.451
46 C 5.36 -0.74 6.06  O18 1.347, O25 1.202, C44 1.526
47 C 3.03 -1.99 -3.55  O22 1.201, O28 1.348, C41 1.527
48 C -5.00 3.73 -4.44  O20 1.438, C33 1.516, H66 1.093, H74 1.092
49 C 2.41 -3.47 -6.20  C32 1.516, H51 1.092, H52 1.093, H63 1.093
50 C 2.67 -1.77 7.21  C42 1.516, H61 1.093, H68 1.092, H76 1.093
51 H 2.32 -4.41 -6.74  C49 1.092
52 H 1.49 -3.28 -5.66  C49 1.093
53 H 3.38 -1.47 1.02  C43 1.147
54 H -5.36 1.75 -5.22  C33 1.093
55 H -2.89 4.19 1.49  P2 1.452
56 H -1.38 -1.29 -1.84  C37 1.153
57 H 2.25 -0.13 1.61  C43 1.149
58 H -1.49 0.55 -1.71  C37 1.138
59 H -3.35 0.96 -0.74  C40 1.139
60 H 2.49 -1.66 2.63  C43 1.138
61 H 3.02 -2.51 7.94  C50 1.093
62 H -4.52 3.10 0.20  P2 1.446
63 H 2.52 -2.65 -6.93  C49 1.093
64 H 3.23 -0.05 8.37  C42 1.092
65 H 3.50 -4.30 -4.52  C32 1.093
66 H -4.86 4.22 -5.41  C48 1.093
67 H 4.51 -3.71 -5.83  C32 1.092
68 H 1.60 -1.61 7.36  C50 1.092
69 H 0.92 0.31 -1.28  C35 1.144
70 H -1.26 2.90 0.48  N30 1.029
71 H -6.83 2.71 -4.94  C33 1.091
72 H -5.94 1.99 -3.58  C33 1.093
73 H 0.28 -0.01 0.43  C35 1.146
74 H -5.50 4.45 -3.78  C48 1.092
75 H 3.10 0.29 6.65  C42 1.093
76 H 2.83 -2.19 6.22  C50 1.093
77 H -2.66 0.96 2.34  C36 1.136

Summary:
Electronic energy = -108120.3082 eV